Entry 1:
The following is a DFT calculation (ωB97M-V/def2-TZVPD) of a 2-piece molecular cluster, C4H7N overall.

Computed properties:
HOMO-LUMO gap (alpha / beta) in eV: 7.701 / 7.696
Lowest unoccupied orbital energy (alpha / beta) in eV: -1.75 / -1.75
Largest force on an atom in eV/Å: 1.0
Energy above the lowest of the compared OMol25 structures with the same formula, charge and spin in eV: 3.862
HOMO level (alpha / beta) in eV: -9.4510 / -9.4459

Geometry (Å):
C: 1.61 -0.51 0.29
C: 1.00 0.13 -0.89
C: -1.95 -0.38 0.13
C: 0.77 1.51 -0.78
N: 0.54 2.66 -0.80
H: 1.43 -1.59 0.31
H: 2.68 -0.39 0.04
H: 1.45 -0.05 1.27
H: -1.22 -0.58 -0.67
H: -2.82 -1.02 -0.02
H: -1.50 -0.59 1.10
H: -2.25 0.67 0.08



Entry 2:
The following is a DFT calculation (ωB97M-V/def2-TZVPD) of the molecule C4H7N at a distorted geometry.

Computed properties:
HOMO-LUMO gap in eV: 10.127
Lowest unoccupied orbital energy in eV: 1.14
SMILES: C1=CCNC1
Largest force on an atom in eV/Å: 4.0
Energy above the lowest of the compared OMol25 structures with the same formula, charge and spin in eV: 1.146
HOMO level in eV: -8.9844

Geometry (Å):
C: 1.25 0.27 0.00
C: 0.29 1.25 -0.10
C: -1.09 0.55 0.16
N: -0.89 -0.87 -0.07
C: 0.56 -1.07 0.09
H: 2.28 0.48 -0.10
H: 0.49 2.31 -0.30
H: -1.44 0.84 1.16
H: -1.89 0.83 -0.56
H: -1.10 -1.05 -1.06
H: 1.05 -1.77 -0.62
H: 0.83 -1.54 1.07



Entry 3:
The following is a DFT calculation (ωB97M-V/def2-TZVPD) of the molecule C4H7N at a distorted geometry.

Computed properties:
HOMO-LUMO gap in eV: 9.426
Lowest unoccupied orbital energy in eV: 0.72
SMILES: C=NC(=C)C
Largest force on an atom in eV/Å: 3.8
Energy above the lowest of the compared OMol25 structures with the same formula, charge and spin in eV: 1.872
HOMO level in eV: -8.7073

Geometry (Å):
C: -1.03 1.66 -0.71
N: -0.79 0.77 0.19
C: 0.15 -0.27 0.12
C: 0.41 -0.70 -1.12
C: 0.58 -0.87 1.45
H: -2.03 2.18 -0.59
H: -0.27 1.90 -1.48
H: 0.13 -0.16 -2.05
H: 0.82 -1.60 -1.30
H: 1.04 -1.83 1.33
H: -0.29 -0.85 2.18
H: 1.29 -0.21 1.99



Entry 4:
The following is a DFT calculation (ωB97M-V/def2-TZVPD) of C4H7N2 as an isolated structure at a distorted geometry.

Computed properties:
HOMO-LUMO gap in eV: 12.799
Net charge: +1
Lowest unoccupied orbital energy in eV: -3.79
Largest force on an atom in eV/Å: 3.1
Energy above the lowest of the compared OMol25 structures with the same formula, charge and spin in eV: 5.079
HOMO level in eV: -16.5881

Geometry (Å):
C: 0.25 -0.99 -1.78
C: 0.80 0.15 -1.08
C: -1.10 0.63 0.77
C: -0.17 -0.44 1.36
N: -0.69 -1.30 -0.99
N: -0.25 -0.30 -0.04
H: 0.37 -1.65 -2.58
H: 1.86 0.18 -0.81
H: 0.49 1.23 -1.45
H: -2.25 0.51 0.81
H: -0.82 1.66 0.83
H: 0.85 -0.23 1.68
H: -0.41 -1.45 1.73



Entry 5:
The following is a DFT calculation (ωB97M-V/def2-TZVPD) of an isolated ion of composition C4H7N2 and charge +1 at a distorted geometry.

Computed properties:
HOMO-LUMO gap in eV: 10.828
Net charge: +1
Lowest unoccupied orbital energy in eV: -3.56
SMILES: Cc1c[nH]c[nH+]1
Largest force on an atom in eV/Å: 1.8
Energy above the lowest of the compared OMol25 structures with the same formula, charge and spin in eV: 0.599
HOMO level in eV: -14.3838

Geometry (Å):
C: -0.43 -0.06 1.87
C: -0.05 -0.13 0.42
C: -0.10 -1.11 -0.52
N: 0.47 -0.57 -1.66
C: 0.58 0.76 -1.52
N: 0.25 1.05 -0.27
H: -0.23 -1.06 2.26
H: 0.15 0.59 2.51
H: -1.48 0.20 2.00
H: -0.69 -2.01 -0.48
H: 0.45 -0.96 -2.59
H: 0.71 1.43 -2.35
H: 0.35 1.85 0.33



Entry 6:
The following is a DFT calculation (ωB97M-V/def2-TZVPD) of an isolated ion of composition C4H7N2 and charge +1 at a distorted geometry.

Computed properties:
HOMO-LUMO gap in eV: 10.114
Net charge: +1
Lowest unoccupied orbital energy in eV: -3.78
SMILES: C#CCC(N)=[NH2+]
Largest force on an atom in eV/Å: 5.6
Energy above the lowest of the compared OMol25 structures with the same formula, charge and spin in eV: 3.869
HOMO level in eV: -13.8985

Geometry (Å):
C: 2.01 -1.39 -1.03
C: 1.09 -1.23 -0.23
C: -0.21 -0.89 0.39
C: -0.55 0.61 0.23
N: -1.68 0.98 0.67
N: 0.33 1.31 -0.41
H: 2.87 -1.78 -1.54
H: -0.91 -1.61 -0.16
H: -0.07 -1.80 1.32
H: -1.94 1.97 0.45
H: -2.27 0.41 1.34
H: -0.03 2.25 -0.67
H: 1.36 1.16 -0.40



Entry 7:
The following is a DFT calculation (ωB97M-V/def2-TZVPD) of a 2-piece molecular cluster, C4H7N2 overall at a distorted geometry.

Computed properties:
HOMO-LUMO gap (alpha / beta) in eV: 7.766 / 7.766
Net charge: +1
Lowest unoccupied orbital energy (alpha / beta) in eV: -4.64 / -4.64
Largest force on an atom in eV/Å: 5.2
Energy above the lowest of the compared OMol25 structures with the same formula, charge and spin in eV: 7.841
HOMO level (alpha / beta) in eV: -12.4069 / -12.4072

Geometry (Å):
C: -1.63 0.02 1.40
C: -0.84 -0.04 0.36
C: -2.26 0.03 0.08
C: 1.24 -0.61 -0.08
N: -3.03 0.04 -0.88
N: 2.00 0.65 -0.23
H: -1.99 -0.15 2.33
H: 1.00 -1.31 -0.99
H: 1.48 -1.34 0.70
H: -2.64 -0.04 -1.86
H: 1.38 1.28 -0.60
H: 2.80 0.50 -0.89
H: 2.48 0.98 0.67



Entry 8:
The following is a DFT calculation (ωB97M-V/def2-TZVPD) of an isolated ion of composition C4H7N2 and charge +1 at a distorted geometry.

Computed properties:
HOMO-LUMO gap in eV: 10.354
Net charge: +1
Lowest unoccupied orbital energy in eV: -3.50
Largest force on an atom in eV/Å: 3.0
Energy above the lowest of the compared OMol25 structures with the same formula, charge and spin in eV: 6.239
HOMO level in eV: -13.8559

Geometry (Å):
C: 1.43 -1.09 -0.23
C: 1.00 -0.09 0.50
C: -1.15 0.57 -0.38
C: -1.16 -0.91 -0.24
N: -1.71 -0.19 0.67
N: 0.28 1.00 -0.19
H: 1.94 -1.95 0.05
H: 1.44 -1.10 -1.25
H: 1.03 0.08 1.56
H: -1.75 1.07 -1.14
H: -2.28 -0.40 1.49
H: 0.15 1.87 0.26
H: 0.79 1.14 -1.10



Entry 9:
The following is a DFT calculation (ωB97M-V/def2-TZVPD) of an isolated ion of composition C4H7N2 and charge +1 at a distorted geometry.

Computed properties:
HOMO-LUMO gap in eV: 10.296
Net charge: +1
Lowest unoccupied orbital energy in eV: -5.28
SMILES: [NH2+]=C1CCC=N1
Largest force on an atom in eV/Å: 3.0
Energy above the lowest of the compared OMol25 structures with the same formula, charge and spin in eV: 1.685
HOMO level in eV: -15.5771

Geometry (Å):
N: 2.14 -0.03 -0.04
C: 0.82 -0.13 -0.13
C: -0.22 0.95 0.04
C: -1.51 0.15 -0.06
C: -1.06 -1.26 -0.04
N: 0.24 -1.39 0.11
H: 2.70 0.75 -0.29
H: 2.77 -0.80 0.10
H: 0.17 1.09 1.07
H: 0.04 1.95 -0.50
H: -1.98 0.40 -1.02
H: -2.29 0.35 0.70
H: -1.82 -2.05 0.06



Entry 10:
The following is a DFT calculation (ωB97M-V/def2-TZVPD) of an isolated ion of composition C4H7N2 and charge +1 at a distorted geometry.

Computed properties:
HOMO-LUMO gap in eV: 10.231
Net charge: +1
Lowest unoccupied orbital energy in eV: -3.95
SMILES: C1[NH2+]C[C@@H]2N=C12
Largest force on an atom in eV/Å: 3.4
Energy above the lowest of the compared OMol25 structures with the same formula, charge and spin in eV: 5.223
HOMO level in eV: -14.1765

Geometry (Å):
C: 0.45 1.37 -0.15
N: -0.67 0.33 0.10
C: 0.01 -1.10 0.33
C: 1.27 -0.98 -0.40
N: 2.65 -0.07 0.26
C: 1.61 0.45 -0.20
H: 0.65 2.11 0.61
H: 0.38 1.90 -1.01
H: -1.27 0.41 0.95
H: -1.19 0.37 -0.78
H: -0.65 -1.93 -0.22
H: 0.19 -1.12 1.47
H: 1.41 -1.32 -1.42



Entry 11:
The following is a DFT calculation (ωB97M-V/def2-TZVPD) of a 2-piece molecular cluster, C4H7N2 overall at a distorted geometry.

Computed properties:
HOMO-LUMO gap in eV: 13.741
Net charge: +1
Lowest unoccupied orbital energy in eV: -3.11
Largest force on an atom in eV/Å: 4.9
Energy above the lowest of the compared OMol25 structures with the same formula, charge and spin in eV: 3.118
HOMO level in eV: -16.8508

Geometry (Å):
C: -1.69 1.96 -0.95
C: 0.60 -0.46 0.76
C: 0.37 0.05 2.09
C: 0.54 -1.22 -1.60
N: -1.01 1.33 -0.31
N: 0.65 -0.92 -0.25
H: -2.34 2.64 -1.41
H: 1.02 -0.36 2.78
H: 0.76 1.10 1.98
H: -0.56 -0.07 2.51
H: 1.13 -2.25 -1.68
H: -0.47 -1.36 -1.83
H: 0.99 -0.43 -2.09



Entry 12:
The following is a DFT calculation (ωB97M-V/def2-TZVPD) of C4H7N2 as an isolated structure at a distorted geometry.

Computed properties:
HOMO-LUMO gap in eV: 9.864
Net charge: +1
Lowest unoccupied orbital energy in eV: -4.85
Largest force on an atom in eV/Å: 6.1
Energy above the lowest of the compared OMol25 structures with the same formula, charge and spin in eV: 4.101
HOMO level in eV: -14.7105

Geometry (Å):
C: -1.44 -0.95 -0.12
C: 0.99 -0.22 0.01
C: -1.42 0.52 0.06
C: 0.13 0.91 -0.05
N: -0.38 -1.61 -0.24
N: 2.21 -0.64 0.07
H: -2.46 -1.30 -0.18
H: -1.97 0.93 -0.78
H: -1.58 0.93 0.98
H: 0.40 1.58 0.69
H: 0.22 1.51 -0.98
H: 2.87 0.00 0.35
H: 2.43 -1.68 0.20



Entry 13:
The following is a DFT calculation (ωB97M-V/def2-TZVPD) of an isolated ion of composition C4H7N2 and charge +1 at a distorted geometry.

Computed properties:
HOMO-LUMO gap in eV: 11.146
Net charge: +1
Lowest unoccupied orbital energy in eV: -3.31
SMILES: Cc1c[nH]c[nH+]1
Largest force on an atom in eV/Å: 1.1
Energy above the lowest of the compared OMol25 structures with the same formula, charge and spin in eV: 0.093
HOMO level in eV: -14.4591

Geometry (Å):
C: 1.81 -0.02 0.68
C: 0.38 0.12 0.28
C: -0.82 0.29 0.89
N: -1.80 0.10 -0.04
C: -1.25 -0.18 -1.23
N: 0.05 -0.19 -1.05
H: 1.97 0.22 1.73
H: 2.43 0.66 0.12
H: 2.15 -1.03 0.49
H: -1.02 0.48 1.93
H: -2.79 0.26 0.04
H: -1.87 -0.40 -2.07
H: 0.76 -0.30 -1.77



Entry 14:
The following is a DFT calculation (ωB97M-V/def2-TZVPD) of an isolated ion of composition C4H7N2 and charge +1 at a distorted geometry.

Computed properties:
HOMO-LUMO gap (alpha / beta) in eV: 8.220 / 7.575
Net charge: +1
Lowest unoccupied orbital energy (alpha / beta) in eV: -3.33 / -6.65
Largest force on an atom in eV/Å: 7.6
Energy above the lowest of the compared OMol25 structures with the same formula, charge and spin in eV: 3.799
HOMO level (alpha / beta) in eV: -11.5490 / -14.2270
Spin multiplicity: 3
⟨S²⟩: 2.02

Geometry (Å):
C: -0.43 -1.50 -0.32
C: 0.55 -1.07 0.54
C: 0.52 0.90 -0.57
C: -0.77 0.41 -1.01
N: 1.15 0.08 0.45
N: -0.93 1.26 0.13
H: -0.36 -1.68 -1.43
H: -1.13 -2.13 0.10
H: 0.93 -1.59 1.44
H: 0.90 1.68 -1.19
H: 2.00 0.60 0.78
H: -0.91 0.91 1.16
H: -1.52 2.12 -0.08



Entry 15:
The following is a DFT calculation (ωB97M-V/def2-TZVPD) of an isolated ion of composition C4H7N2O and charge +1 at a distorted geometry.

Computed properties:
HOMO-LUMO gap in eV: 8.880
Net charge: +1
Lowest unoccupied orbital energy in eV: -6.11
SMILES: OC[N+]1=NC=CC1
Largest force on an atom in eV/Å: 4.6
Energy above the lowest of the compared OMol25 structures with the same formula, charge and spin in eV: 3.549
HOMO level in eV: -14.9854

Geometry (Å):
O: 1.90 -1.44 0.21
C: 0.57 -1.52 -0.21
N: 0.14 -0.21 -0.10
N: 0.95 0.80 -0.15
C: 0.28 1.97 0.00
C: -1.04 1.62 0.16
C: -1.19 0.17 0.26
H: 2.39 -2.23 -0.04
H: 0.47 -1.73 -1.40
H: -0.15 -2.22 0.28
H: 0.82 3.01 -0.04
H: -1.85 2.21 0.33
H: -1.50 -0.18 1.22
H: -1.78 -0.25 -0.53



Entry 16:
The following is a DFT calculation (ωB97M-V/def2-TZVPD) of a 2-piece molecular cluster, C4H7N2O overall at a distorted geometry.

Computed properties:
HOMO-LUMO gap in eV: 8.475
Net charge: +1
Lowest unoccupied orbital energy in eV: -5.38
Largest force on an atom in eV/Å: 3.2
Energy above the lowest of the compared OMol25 structures with the same formula, charge and spin in eV: 2.623
HOMO level in eV: -13.8583

Geometry (Å):
C: -0.48 -2.26 0.23
C: 1.71 -1.35 -0.21
C: -2.12 0.88 -0.52
C: -1.29 0.68 0.48
N: 0.46 -1.49 0.14
N: 2.25 -0.18 -0.19
O: -1.44 -2.83 0.36
H: 2.50 -2.17 -0.52
H: -2.10 1.67 -1.32
H: -3.05 0.28 -0.75
H: -0.45 1.43 0.57
H: -1.45 -0.22 1.19
H: 3.12 0.02 -0.66
H: 1.52 0.58 -0.12



Entry 17:
The following is a DFT calculation (ωB97M-V/def2-TZVPD) of an isolated ion of composition C4H7N2O and charge +1 at a distorted geometry.

Computed properties:
HOMO-LUMO gap in eV: 8.594
Net charge: +1
Lowest unoccupied orbital energy in eV: -5.71
Largest force on an atom in eV/Å: 4.0
Energy above the lowest of the compared OMol25 structures with the same formula, charge and spin in eV: 3.925
HOMO level in eV: -14.3030

Geometry (Å):
C: 0.60 -1.63 0.15
C: -1.38 -0.10 0.43
C: 1.00 0.57 0.17
C: 0.75 1.96 0.16
N: 0.03 -0.28 0.31
N: -0.15 -2.34 -0.65
O: -1.88 0.89 0.12
H: -1.81 -0.95 0.86
H: 2.02 0.03 0.05
H: -0.07 2.16 0.82
H: 0.25 2.15 -0.74
H: 1.49 2.67 0.25
H: 0.19 -3.25 -0.88
H: -1.04 -1.87 -1.04



Entry 18:
The following is a DFT calculation (ωB97M-V/def2-TZVPD) of an isolated ion of composition C4H7N2O and charge +1 at a distorted geometry.

Computed properties:
HOMO-LUMO gap in eV: 9.860
Net charge: +1
Lowest unoccupied orbital energy in eV: -4.22
SMILES: C=C1C=N[C@@H]([NH3+])O1
Largest force on an atom in eV/Å: 3.9
Energy above the lowest of the compared OMol25 structures with the same formula, charge and spin in eV: 2.702
HOMO level in eV: -14.0751

Geometry (Å):
C: -0.46 -2.06 1.70
C: -0.20 -0.91 1.06
C: 0.98 -0.08 1.33
N: 0.94 0.95 0.56
C: -0.33 1.06 -0.04
N: 0.01 1.27 -1.57
O: -1.05 -0.12 0.06
H: -1.29 -2.59 1.14
H: 0.21 -2.35 2.52
H: 1.83 -0.15 1.95
H: -0.87 2.01 0.06
H: 0.77 0.62 -1.78
H: 0.32 2.21 -1.84
H: -0.94 1.01 -1.91